Below is a gas-phase ion, C2H2NO2 (charge -1) at a distorted geometry, with properties calculated with ωB97M-V/def2-TZVPD.

Each line ends with the natural charge from an NBO analysis.
Positions of all 7 atoms, in Å:
1 C 0.6404 0.0740 -0.9522  -0.24
2 N -0.0501 0.5896 -0.0154  -0.38
3 C -0.9146 0.0628 0.7090  0.88
4 O 0.3184 0.1221 1.9450  -0.93
5 O -1.9381 -0.4922 0.9317  -0.61
6 H 1.4407 0.6892 -1.3639  0.15
7 H 0.5034 -1.0454 -1.2542  0.13

Results
SMILES   C=NC(=O)[O-]
Frontier orbital gap (spin up / spin down)   6.96 / 6.94 eV
LUMO energy (spin up / spin down)   4.375 / 4.376 eV
Charge   -1
ΔE to the lowest compared entry with this formula, charge and spin   96.7 kcal per mole